Entry from the OMol25 dataset: a 4-piece molecular cluster, C16H28N4 overall (ωB97M-V/def2-TZVPD).

Properties
net charge: +1
orbital gap (alpha / beta): 10.19 / 2.10 eV
E_HOMO (alpha / beta): -13.2 / -13.2 eV
E_LUMO (alpha / beta): -2.97 / -11.06 eV
energy above the lowest of the compared OMol25 structures with the same formula, charge and spin: 0.0 kcal per mole
<S²>: 0.76
spin multiplicity: 2
F_max: 3.66 eV/A

Cartesian coordinates (Å):
C1 -3.699407 -0.727841 0.433584
C2 -3.601697 0.500989 -0.518316
C3 -4.925597 1.221079 -0.645356
C4 -5.828047 0.589249 -1.621056
N1 -6.554217 0.106549 -2.352426
H1 -4.151077 -1.526301 -0.155106
H2 -4.234757 -0.445371 1.340064
H3 -2.693557 -1.068881 0.678644
H4 -3.177457 0.171959 -1.466926
H5 -2.888257 1.149119 -0.009356
H6 -4.857777 2.238079 -1.031636
H7 -5.543907 1.283039 0.250164
C5 0.541423 -0.451461 0.224164
C6 0.484923 -0.891631 -1.279226
C7 1.931773 -0.660631 -1.827696
C8 2.947523 -1.479111 -1.098676
N2 3.785903 -2.061401 -0.527086
H8 -0.499647 -0.490821 0.544694
H9 0.933393 0.535529 0.469724
H10 1.029023 -1.108461 0.944384
H11 -0.108367 -0.161571 -1.829786
H12 0.155033 -1.925471 -1.381356
H13 2.386723 0.311359 -1.637036
H14 2.077943 -1.013111 -2.848726
C9 4.259833 -5.529191 0.492484
C10 3.434983 -6.322061 -0.564416
C11 2.331143 -5.574181 -1.268316
C12 1.242283 -5.157471 -0.453526
N3 0.355083 -4.755221 0.207894
H15 5.314843 -5.481231 0.222764
H16 4.121903 -6.003581 1.464094
H17 3.954793 -4.503821 0.701484
H18 3.185143 -7.315591 -0.192136
H19 4.199243 -6.590361 -1.293816
H20 2.066373 -6.312661 -2.025056
H21 2.745463 -4.690121 -1.752956
C13 0.829363 7.452859 1.872054
C14 -0.459747 6.560949 2.092874
C15 -0.776577 5.455119 1.048454
C16 -0.117147 4.179069 1.329604
N4 0.439703 3.215339 1.572354
H22 0.820543 8.224219 2.642134
H23 0.763123 7.968019 0.913754
H24 1.741803 6.867009 1.983064
H25 -1.327267 7.163779 2.361414
H26 -0.251197 6.027499 3.020264
H27 -0.526037 5.678999 0.011534
H28 -1.857527 5.347769 0.958334

Atomic forces in eV per Å
0.216 0.423 -1.324
0.562 -0.552 1.749
-1.097 0.197 -1.234
0.757 0.193 0.841
-0.726 -0.561 -0.875
-0.455 -0.203 0.585
-0.066 -0.384 -0.077
-0.021 0.026 0.200
-0.186 0.306 -0.121
0.062 0.420 -0.372
0.453 0.178 0.206
0.512 -0.049 0.437
-1.185 -0.568 0.022
1.790 1.571 1.530
1.689 -1.847 0.755
0.151 -0.543 0.499
-1.062 0.338 -0.710
-0.180 0.346 0.224
-0.123 0.194 -0.643
0.324 -0.489 -0.531
-0.359 -0.423 -0.046
-0.025 0.224 -0.205
-0.855 0.550 -0.468
-0.312 0.503 -0.368
-0.657 0.329 0.372
3.144 -1.548 1.041
-0.172 1.361 0.092
-0.590 0.051 0.148
0.547 -0.227 -0.390
-0.135 -0.082 -0.154
-0.002 -0.269 0.087
-0.083 0.272 -0.325
-0.764 0.316 0.190
-0.431 0.176 -0.623
-0.616 -0.238 -0.305
-0.103 0.077 -0.148
-1.601 -0.479 0.010
1.503 -0.099 0.575
-0.265 0.583 -0.374
-0.724 1.153 -0.018
0.537 -1.111 0.120
0.107 -0.049 0.033
0.300 -0.126 -0.077
-0.061 0.041 -0.265
-0.046 0.086 -0.642
-0.117 -0.110 0.143
0.424 0.511 0.015
-0.060 -0.467 0.422

What are the Löwdin partial charges on each atom? They are as follows, in elementary charge units: number 1, C, carries -0.089; number 2, C, carries -0.258; number 3, C, carries -0.195; number 4, C, carries -0.244; number 5, N, carries 0.146; number 6, H, carries 0.076; number 7, H, carries 0.080; number 8, H, carries 0.044; number 9, H, carries 0.107; number 10, H, carries 0.097; number 11, H, carries 0.117; number 12, H, carries 0.122; number 13, C, carries -0.088; number 14, C, carries -0.179; number 15, C, carries -0.148; number 16, C, carries -0.172; number 17, N, carries 0.197; number 18, H, carries 0.053; number 19, H, carries 0.066; number 20, H, carries 0.074; number 21, H, carries 0.111; number 22, H, carries 0.101; number 23, H, carries 0.133; number 24, H, carries 0.123; number 25, C, carries -0.036; number 26, C, carries -0.196; number 27, C, carries -0.127; number 28, C, carries -0.070; number 29, N, carries 0.309; number 30, H, carries 0.096; number 31, H, carries 0.098; number 32, H, carries 0.060; number 33, H, carries 0.129; number 34, H, carries 0.121; number 35, H, carries 0.174; number 36, H, carries 0.136; number 37, C, carries -0.086; number 38, C, carries -0.227; number 39, C, carries -0.186; number 40, C, carries -0.237; number 41, N, carries 0.138; number 42, H, carries 0.067; number 43, H, carries 0.066; number 44, H, carries 0.070; number 45, H, carries 0.102; number 46, H, carries 0.097; number 47, H, carries 0.114; number 48, H, carries 0.112